(1)
Computed, not measured: a 2-piece molecular cluster, C4H15N2O overall at a distorted geometry, with the ωB97M-V functional and the def2-TZVPD basis.

Element x y z (Å)
1 O -1.1370 -0.6026 2.3830
2 N 1.1070 0.7040 1.0021
3 N -0.3961 -0.8741 -0.4473
4 C 1.3071 1.5793 -0.2224
5 C 0.0483 -0.2111 -1.7118
6 C 1.2253 0.7901 -1.5022
7 C -1.8787 -1.1187 -0.3296
8 H -0.6854 -0.0494 3.0416
9 H 0.4427 2.2526 -0.1660
10 H -2.3209 -0.9010 -1.2952
11 H 0.7708 1.3630 1.6975
12 H 1.2715 1.3154 -2.4624
13 H 2.0433 0.4455 1.2872
14 H -0.7791 0.3583 -2.1348
15 H 2.2097 2.1659 -0.0951
16 H -1.5229 -1.2773 2.9670
17 H 0.3734 -0.9619 -2.4299
18 H -2.1149 -2.1588 -0.1083
19 H 2.1214 0.1719 -1.6219
20 H -2.3256 -0.5402 0.4728
21 H 0.0186 -1.8032 -0.4509
22 H -0.0684 -0.3173 0.3930

## Properties
LUMO level, eV: -2.763
E_HOMO, hartree: -0.52519
Net charge: +1
Energy above the lowest of the compared OMol25 structures with the same formula, charge and spin, kcal/mol: 24.6

=====

(2)
Computed, not measured: C4H10N as an isolated structure at a distorted geometry, with the ωB97M-V functional and the def2-TZVPD basis.

Element x y z (Å)
1 N 0.5624 -0.2190 -0.4996
2 C -0.7373 0.0860 0.1498
3 C 0.5807 -0.1997 -1.9534
4 C 1.3554 0.8013 -1.1781
5 C -1.2684 -0.6644 1.0753
6 H -1.2377 1.0154 -0.2934
7 H 1.0360 -1.0552 0.0592
8 H -2.0436 -0.1562 1.7165
9 H 2.3564 0.6869 -1.0716
10 H 1.2538 -1.0129 -2.2637
11 H -0.7835 0.3534 3.2400
12 H 1.0750 1.7891 -1.0007
13 H -0.3338 0.2218 -2.3851
14 H -0.5229 -1.3923 1.4044
15 H -1.2924 -0.2541 3.0005

## Properties
LUMO level, eV: -3.499
E_HOMO, hartree: -0.55363
Net charge: +1
Energy above the lowest of the compared OMol25 structures with the same formula, charge and spin, kcal/mol: 111.7

=====

(3)
Computed, not measured: an isolated ion of composition C2H4NO2 and charge +1 at a distorted geometry, with the ωB97M-V functional and the def2-TZVPD basis.

Element x y z (Å)
1 O 0.1341 -1.6658 1.8309
2 O -1.1274 0.1236 0.8357
3 N 0.2127 0.1234 -1.0093
4 C 0.1602 0.5285 0.3803
5 C -0.1854 -0.6900 1.2625
6 H -0.6992 0.5175 -1.3429
7 H 0.1519 -0.8849 -1.0763
8 H 0.9692 0.4362 -1.7395
9 H 0.3840 1.5114 0.8586

## Properties
LUMO level, eV: -4.519
E_HOMO, hartree: -0.57534
Net charge: +1
SMILES string: [NH3+][C@H]1OC1=O
Energy above the lowest of the compared OMol25 structures with the same formula, charge and spin, kcal/mol: 47.6

=====

(4)
Computed, not measured: one molecule with the formula C9H15N3O4 at a distorted geometry, with the ωB97M-V functional and the def2-TZVPD basis.

Element x y z (Å)
1 O 2.8929 2.4874 -1.7309
2 O -2.0331 1.3389 2.7202
3 O 0.1498 0.6272 2.8927
4 O -0.8127 1.3787 -0.5095
5 N 0.3496 -1.1309 -2.4507
6 N 0.9528 3.3974 -1.0640
7 N -0.3442 -0.6310 0.3818
8 C 0.8265 0.0318 -1.6800
9 C -0.1921 0.3529 -0.5733
10 C 1.6808 2.5059 -1.7634
11 C -0.3955 -2.7517 1.3998
12 C 0.6016 -1.6913 0.8363
13 C -0.9776 0.5400 2.4338
14 C -1.4012 -0.4997 1.3850
15 C 1.0189 1.3604 -2.4624
16 C -1.5057 -1.9151 2.0328
17 H 1.3777 4.1981 -0.5966
18 H -0.7872 -3.2908 0.5133
19 H -1.6574 2.0959 3.2703
20 H -0.4985 -1.0198 -2.9532
21 H 1.3799 -1.3881 1.5223
22 H 1.0674 -2.1448 -0.0202
23 H 1.0816 -1.4169 -3.0572
24 H -1.3252 -1.9513 3.1360
25 H -0.0227 1.5681 -2.8228
26 H -2.3398 -0.2590 0.9377
27 H -2.3772 -2.3691 1.7140
28 H 1.7017 -0.3194 -1.1592
29 H -0.0417 3.2358 -1.0287
30 H 0.0180 -3.5553 2.0234
31 H 1.6126 1.2155 -3.3272

## Properties
LUMO level, eV: 0.675
E_HOMO, hartree: -0.34427
Net charge: 0
SMILES string: NC(=O)C[C@H](N)C(=O)N1CCC[C@H]1C(=O)O
Energy above the lowest of the compared OMol25 structures with the same formula, charge and spin, kcal/mol: 8.7

=====

(5)
Computed, not measured: an isolated ion of composition C5H14N3 and charge +1 at a distorted geometry, with the ωB97M-V functional and the def2-TZVPD basis.

Element x y z (Å)
1 N 0.4798 -0.1238 -0.7076
2 N 0.4217 1.0250 1.7318
3 N 1.0595 1.4828 0.7339
4 C -0.9939 -0.1283 -0.6141
5 C -0.9999 0.7881 1.8676
6 C 1.2489 -1.2881 -0.1131
7 C 1.1832 0.3679 -1.8230
8 C -1.6028 -0.3132 0.8849
9 H 0.5350 2.2471 0.3408
10 H 0.6928 -1.5260 0.8272
11 H -1.5608 1.6144 1.5402
12 H 0.6886 1.2957 -2.3695
13 H -1.4011 -1.2815 1.3491
14 H -1.5064 0.8180 -1.0132
15 H 1.3237 -0.5052 -2.4910
16 H -1.3382 0.7505 2.9132
17 H -2.7416 -0.2088 0.7467
18 H 0.9541 0.2478 2.2732
19 H -1.4064 -0.9708 -1.3110
20 H 2.1975 -1.0116 0.2047
21 H 2.2313 0.6279 -1.4812
22 H 1.1373 -2.1417 -0.7811

## Properties
LUMO level (alpha / beta), eV: -5.141 / -5.142
E_HOMO (alpha / beta), hartree: -0.47467 / -0.47464
Net charge: +1
SMILES string: [H]/N=[NH+]\CCCN(C)C
Energy above the lowest of the compared OMol25 structures with the same formula, charge and spin, kcal/mol: 118.1

=====

(6)
Computed, not measured: a 15-piece molecular cluster, C19H69BrO15P overall at a distorted geometry, with the ωB97M-V functional and the def2-TZVPD basis.

Element x y z (Å)
1 Br 1.0195 -0.3164 5.0653
2 P -0.1091 -1.6867 0.9364
3 O 0.7808 2.3941 -0.0728
4 O -1.7445 5.0376 1.4954
5 O -1.8144 -1.4309 1.1784
6 O -5.5345 -1.8360 3.2964
7 O -9.1043 -0.0060 3.0898
8 O 0.0484 -5.5475 0.8396
9 O -3.7368 0.1413 5.8251
10 O -6.6885 -0.4674 0.7176
11 O 9.5539 1.0476 -0.7162
12 O -0.9422 1.7997 -3.8455
13 O 3.3377 0.9602 0.0213
14 O 4.3005 0.1684 -4.3075
15 O 6.7132 -0.6703 1.8265
16 O 3.4743 2.0791 -6.4619
17 O 0.1855 -5.6286 -2.9315
18 C -2.4779 0.0294 5.1872
19 C -4.4903 -2.6668 2.8235
20 C 4.1794 2.9602 -7.3166
21 C 0.2717 0.1987 3.2384
22 C -9.8962 -1.1783 3.0381
23 C -2.1319 5.8464 0.3999
24 C 4.5966 0.8483 -0.6166
25 C 0.7039 1.7763 3.0268
26 C -2.2209 -0.0499 0.8759
27 C 0.0476 -4.2211 -2.9971
28 C 3.5085 -1.0039 -4.3592
29 C 1.1311 3.4875 -0.9011
30 C -3.2738 0.1108 -0.3700
31 C 7.7574 -1.5011 1.3536
32 C 0.8655 -6.4730 0.1468
33 C 9.1745 1.9818 0.2776
34 C -1.7342 0.6274 -3.8973
35 C -7.2674 0.7363 0.2483
36 C 1.0352 -0.6626 2.0711
37 H -10.8848 -0.9701 3.4545
38 H 1.1053 -6.0787 -0.8438
39 H -9.5585 0.6696 2.5580
40 H 8.6884 -0.9304 1.3130
41 H 9.6761 2.9350 0.0934
42 H -0.7633 -5.4350 0.3161
43 H 6.9655 -0.3731 2.7172
44 H 3.6464 3.0527 -8.2661
45 H -2.7171 5.2507 -0.3050
46 H 1.7895 -6.6226 0.7103
47 H -1.3965 2.4753 -4.3773
48 H 0.3547 -3.7891 -2.0418
49 H 3.4161 -1.3369 -5.3960
50 H -1.2048 4.3119 1.1382
51 H 3.4127 1.6727 0.6787
52 H 4.5467 0.0534 -1.3644
53 H 8.0905 2.1181 0.2560
54 H 4.2681 3.9393 -6.8394
55 H 0.3397 -7.4264 0.0537
56 H -9.9886 -1.5113 2.0013
57 H 0.3082 3.7050 -1.5864
58 H -1.2503 -0.1547 -3.3075
59 H 0.6185 1.6337 -0.6567
60 H -9.4123 -1.9604 3.6278
61 H -4.3755 -3.5247 3.4907
62 H 1.3209 4.3618 -0.2740
63 H 3.9924 -1.7859 -3.7694
64 H 9.2773 1.4139 -1.5734
65 H 1.7440 -1.4361 2.6296
66 H -8.3566 0.6519 0.2731
67 H 1.7324 0.0326 1.4117
68 H -2.8547 -0.2760 -1.4020
69 H -4.3434 -0.3561 -0.1191
70 H 2.5934 2.4647 -6.3176
71 H 5.1774 2.5549 -7.4997
72 H -3.6618 0.8537 6.4826
73 H -2.2321 0.9740 4.6958
74 H -6.9960 -0.5952 1.6312
75 H 1.6308 2.0664 3.7211
76 H -1.7136 -0.2178 5.9282
77 H -0.9968 -3.9650 -3.1914
78 H 9.4720 1.5994 1.2568
79 H -1.2636 0.6154 0.7453
80 H 4.8424 1.7929 -1.1081
81 H -0.1440 2.5476 3.3077
82 H -6.9410 0.9104 -0.7797
83 H 0.6845 -3.8283 -3.7936
84 H 7.8722 -2.3590 2.0207
85 H -0.0941 -5.9836 -3.7925
86 H -1.8266 0.2944 -4.9340
87 H 7.5047 -1.8535 0.3508
88 H -4.7430 -3.0192 1.8208
89 H 1.0175 2.0308 1.9114
90 H -2.7769 0.3527 1.8509
91 H -0.8810 0.0164 3.3214
92 H -1.2417 6.2439 -0.0937
93 H 2.0346 3.2436 -1.4653
94 H -2.7421 6.6746 0.7679
95 H -5.2822 -1.5388 4.1872
96 H -6.9413 1.5682 0.8776
97 H -2.7228 0.8356 -3.4808
98 H 5.3609 0.6011 0.1243
99 H 2.5199 -0.7956 -3.9427
100 H 3.8462 0.8440 -4.8392
101 H 0.3115 -1.4354 -0.4477
102 H -3.4805 1.2814 -0.4803
103 H 0.1947 -3.1076 1.1561
104 H -3.5593 -2.0961 2.7829
105 H -2.5278 -0.7655 4.4394

## Properties
LUMO level, eV: -3.398
E_HOMO, hartree: -0.43339
Net charge: +1